Entry from the OMol25 dataset: the molecule C16H16N6O at a distorted geometry (ωB97M-V with the def2-TZVPD basis set).

relative energy (zero: lowest compared OMol25 entry of this formula, charge and spin)	134.9	kJ/mol
gap between HOMO and LUMO	7.9780	eV
structure (SMILES)	[H]/N=C(/N)Nc1ccc(-c2coc3ccc(N/C=N/N)cc23)cc1
HOMO energy	-7.293	eV

The geometry in XYZ format:
```
39
Properties=species:S:1:pos:R:3:nbo_charge:R:1
H -3.74 -1.14 2.63 0.338
N -4.56 -1.72 2.75 -0.779
C -4.30 -2.96 2.55 0.570
N -5.34 -3.77 2.69 -0.810
N -3.10 -3.54 2.19 -0.627
C -1.97 -2.82 1.83 0.137
C -0.74 -3.23 2.32 -0.238
C 0.44 -2.57 1.90 -0.171
C 0.39 -1.46 1.02 -0.078
C 1.64 -0.91 0.44 -0.137
C 2.81 -1.62 0.34 0.126
O 3.79 -0.95 -0.38 -0.413
C 3.19 0.22 -0.74 0.250
C 3.75 1.26 -1.45 -0.226
C 3.00 2.43 -1.69 -0.221
C 1.70 2.58 -1.21 0.148
N 1.01 3.78 -1.41 -0.605
C 1.04 4.55 -2.58 0.182
N 1.70 4.32 -3.68 -0.297
N 1.67 5.27 -4.67 -0.679
C 1.13 1.51 -0.49 -0.261
C 1.87 0.34 -0.26 -0.026
C -0.88 -1.06 0.56 -0.137
C -2.04 -1.74 0.95 -0.249
H -5.35 -4.58 2.09 0.376
H -6.17 -3.20 2.70 0.409
H -2.99 -4.46 2.58 0.396
H -0.71 -4.07 3.01 0.212
H 1.36 -2.96 2.35 0.212
H 2.94 -2.63 0.76 0.210
H 4.80 1.24 -1.76 0.226
H 3.47 3.24 -2.20 0.236
H 0.35 4.06 -0.73 0.400
H 0.48 5.48 -2.55 0.142
H 2.14 5.11 -5.55 0.388
H 1.09 6.09 -4.55 0.345
H 0.11 1.61 -0.12 0.212
H -0.98 -0.35 -0.22 0.207
H -2.99 -1.35 0.52 0.232
```